Entry 1:
Here is a molecular structure, C42H77N14O4RbS at a distorted geometry from the OMol25 dataset. Energies are from ωB97M-V with the def2-TZVPD basis set.

CARTESIAN COORDINATES (ANGSTROEM)
Rb -0.550 -0.839 3.706
S -0.277 0.596 0.529
O 0.363 -0.696 0.624
O 0.638 1.575 1.099
O -0.592 0.807 -0.886
O -1.466 0.498 1.370
C -1.331 2.807 6.987
C 0.212 2.392 7.292
N 0.944 2.520 6.054
C 1.843 1.556 5.590
C 2.362 2.003 4.425
N 1.708 3.154 3.988
C 0.878 3.498 5.045
C 1.953 3.971 2.752
H -1.640 3.853 6.997
H -1.967 2.399 7.772
H -1.789 2.472 6.056
H 0.243 1.319 7.485
H 0.607 2.852 8.197
H 1.990 0.567 5.998
H 2.993 1.443 3.750
H 0.254 4.378 5.101
H 2.945 4.391 2.921
H 1.245 4.787 2.895
H 1.848 3.414 1.821
C 5.842 -0.203 -4.657
C 4.399 -0.644 -5.068
N 3.404 -0.017 -4.279
C 2.857 -0.607 -3.176
C 2.222 0.366 -2.426
N 2.110 1.474 -3.240
C 2.837 1.236 -4.420
C 1.477 2.634 -2.829
H 6.031 -0.578 -3.652
H 6.224 0.800 -4.853
H 6.605 -0.757 -5.204
H 4.404 -1.734 -5.045
H 4.271 -0.357 -6.111
H 3.048 -1.644 -2.945
H 1.693 0.364 -1.485
H 2.995 2.021 -5.144
H 0.538 2.691 -3.381
H 2.209 3.416 -3.027
H 1.369 2.584 -1.746
C 5.149 2.885 -1.897
C 6.045 2.279 -0.745
N 5.234 1.328 0.025
C 4.454 1.493 1.110
C 3.517 0.478 1.183
N 3.983 -0.485 0.333
C 4.903 0.050 -0.478
C 3.366 -1.772 0.080
H 4.250 3.358 -1.502
H 4.859 2.141 -2.640
H 5.724 3.586 -2.501
H 6.364 3.099 -0.101
H 6.962 1.793 -1.078
H 4.499 2.459 1.591
H 2.634 0.173 1.723
H 5.414 -0.405 -1.313
H 4.131 -2.471 -0.259
H 2.581 -1.636 -0.664
H 2.845 -1.966 1.018
C -1.973 3.839 2.446
C -1.701 4.945 1.537
N -2.213 4.632 0.196
C -3.382 5.024 -0.366
C -3.450 4.434 -1.635
N -2.385 3.595 -1.828
C -1.584 3.796 -0.682
C -2.156 2.645 -2.919
H -3.012 3.551 2.608
H -1.670 4.300 3.387
H -1.364 2.970 2.198
H -0.625 5.108 1.490
H -2.224 5.855 1.830
H -4.096 5.650 0.148
H -4.320 4.447 -2.275
H -0.784 3.121 -0.418
H -3.006 1.986 -3.097
H -1.258 2.096 -2.634
H -1.941 3.175 -3.847
C 1.169 -4.645 2.224
C 0.930 -4.227 0.723
N 0.311 -5.207 -0.061
C -0.956 -5.154 -0.484
C -1.231 -6.282 -1.139
N -0.114 -7.129 -1.036
C 0.811 -6.484 -0.310
C 0.096 -8.370 -1.704
H 0.252 -4.846 2.778
H 1.676 -3.885 2.818
H 1.828 -5.508 2.309
H 1.734 -3.883 0.073
H 0.262 -3.376 0.856
H -1.567 -4.278 -0.323
H -2.141 -6.590 -1.632
H 1.765 -6.918 -0.048
H -0.772 -8.451 -2.359
H 0.112 -9.234 -1.040
H 1.002 -8.297 -2.306
C -0.378 -4.806 -6.067
C -0.809 -5.239 -4.665
N -1.329 -4.143 -3.891
C -0.725 -3.097 -3.322
C -1.647 -2.293 -2.557
N -2.863 -2.958 -2.618
C -2.668 -4.147 -3.394
C -4.127 -2.720 -1.972
H 0.320 -3.974 -5.971
H -1.180 -4.665 -6.792
H 0.200 -5.647 -6.450
H 0.054 -5.593 -4.103
H -1.628 -5.958 -4.695
H 0.351 -3.038 -3.395
H -1.483 -1.438 -1.919
H -3.345 -4.978 -3.525
H -4.226 -2.274 -0.983
H -4.714 -3.624 -2.134
H -4.668 -2.055 -2.645
C -5.458 2.107 -0.406
C -4.286 1.607 0.534
N -4.606 1.540 1.932
C -5.558 2.286 2.632
C -5.705 1.961 3.912
N -4.787 0.988 4.165
C -4.142 0.653 2.880
C -4.389 0.356 5.415
H -6.444 1.685 -0.211
H -5.245 2.024 -1.472
H -5.579 3.152 -0.120
H -3.375 2.199 0.453
H -3.951 0.619 0.217
H -6.061 3.131 2.186
H -6.252 2.409 4.729
H -3.352 -0.073 2.761
H -3.754 0.920 6.098
H -3.822 -0.533 5.140
H -5.254 0.060 6.009

The calculation puts the relative energy (zero: lowest compared OMol25 entry of this formula, charge and spin) at 39.7 kcal per mole. Its total charge is +6. For the largest force on an atom, the calculation gives 6.4 eV Å⁻¹. For the highest occupied orbital energy, the calculation gives -0.7778 hartree.


Entry 2:
Here is a molecular structure, C42H82AgN3O10 at a distorted geometry from the OMol25 dataset. Energies are from ωB97M-V with the def2-TZVPD basis set.

CARTESIAN COORDINATES (ANGSTROEM)
Ag -2.498 -1.830 4.179
C 0.269 -2.499 0.883
C -0.290 -1.193 1.349
C -0.527 -0.220 0.134
O -1.319 -1.222 2.268
H 1.335 -2.301 0.774
H -0.180 -2.730 -0.083
H 0.025 -3.339 1.534
H 0.533 -0.846 1.973
H -1.589 -0.123 -0.094
H 0.019 -0.603 -0.728
H -0.144 0.798 0.215
C 3.584 -1.567 2.094
C 4.921 -1.346 1.468
C 4.850 -2.032 0.042
C 4.059 -1.172 -0.986
C 4.423 0.291 -1.020
C 4.517 0.986 0.296
N 5.096 0.114 1.305
O 5.263 0.797 2.554
C 5.599 2.035 0.196
C 3.108 1.532 0.728
C 6.074 -1.895 2.399
H 3.652 -1.310 3.151
H 3.343 -2.630 2.088
H 2.906 -0.912 1.546
H 5.859 -2.071 -0.369
H 4.440 -3.037 0.145
H 2.991 -1.121 -0.776
H 4.319 -1.623 -1.944
H 3.817 0.938 -1.654
H 5.345 0.382 -1.595
H 6.604 1.624 0.294
H 5.702 2.480 -0.793
H 5.317 2.784 0.936
H 2.827 2.319 0.028
H 2.297 0.805 0.698
H 3.168 1.879 1.759
H 7.004 -1.885 1.831
H 5.911 -2.893 2.806
H 6.264 -1.255 3.261
H 6.171 1.078 2.687
C 1.278 5.129 1.122
C 1.299 5.361 -0.403
C 2.677 5.478 -0.769
C 3.126 5.053 -2.165
C 2.454 3.801 -2.642
C 0.960 3.703 -2.315
N 0.872 4.082 -0.934
O -0.390 3.684 -0.358
C 0.054 4.637 -3.203
C 0.717 2.204 -2.637
C 0.459 6.542 -0.831
H 1.486 4.083 1.346
H 0.302 5.391 1.530
H 2.110 5.647 1.599
H 2.872 6.547 -0.684
H 3.430 5.059 -0.102
H 4.210 4.998 -2.263
H 2.825 5.876 -2.813
H 3.013 2.934 -2.290
H 2.513 3.794 -3.731
H -0.097 4.305 -4.230
H -0.903 4.858 -2.729
H 0.574 5.589 -3.308
H 1.039 1.725 -1.712
H -0.370 2.196 -2.713
H 1.063 1.786 -3.582
H 0.391 6.890 -1.861
H 0.810 7.345 -0.182
H -0.543 6.443 -0.412
H -0.058 3.143 0.362
C -7.259 -2.442 -3.415
C -6.170 -1.307 -3.276
C -5.837 -1.141 -1.709
C -4.616 -0.218 -1.607
C -3.437 -1.034 -2.151
C -3.602 -1.217 -3.697
N -4.963 -1.658 -3.966
O -5.175 -1.844 -5.322
C -3.251 0.068 -4.455
C -2.684 -2.465 -4.170
C -6.657 0.086 -3.886
H -6.739 -3.396 -3.505
H -7.758 -2.396 -4.383
H -8.115 -2.335 -2.750
H -6.694 -0.597 -1.313
H -5.757 -2.049 -1.111
H -4.484 0.024 -0.553
H -4.742 0.660 -2.241
H -3.348 -1.996 -1.648
H -2.706 -0.281 -1.855
H -3.510 0.980 -3.917
H -2.221 0.070 -4.812
H -3.848 0.163 -5.362
H -3.071 -3.434 -3.857
H -2.553 -2.597 -5.244
H -1.700 -2.436 -3.701
H -5.907 0.692 -4.393
H -7.277 0.666 -3.202
H -7.303 -0.236 -4.703
H -5.053 -2.792 -5.409
O -1.755 0.190 5.550
C -0.973 0.956 5.006
O 0.243 1.119 5.668
C 1.003 1.980 4.852
C 0.420 2.212 3.480
C -1.058 1.825 3.715
H 1.934 1.449 4.649
H 1.221 2.913 5.371
H 0.982 1.613 2.763
H 0.554 3.262 3.219
H -1.446 1.190 2.918
H -1.640 2.746 3.760
O -0.772 -3.089 4.937
C 0.280 -3.620 4.908
O 0.470 -4.891 5.163
C 1.828 -5.315 4.910
C 2.599 -4.060 4.883
C 1.623 -3.015 4.498
H 1.921 -5.679 3.887
H 2.236 -6.061 5.592
H 3.487 -4.304 4.299
H 2.937 -3.722 5.863
H 1.416 -3.015 3.428
H 1.771 -2.029 4.940
O -5.993 -5.768 -0.619
C -4.954 -5.204 -0.205
O -5.069 -4.219 0.667
C -3.995 -3.364 0.826
C -2.901 -4.272 0.197
C -3.612 -5.304 -0.714
H -3.900 -3.115 1.883
H -4.136 -2.447 0.253
H -2.483 -4.863 1.011
H -2.112 -3.815 -0.401
H -3.362 -6.335 -0.465
H -3.564 -4.955 -1.745

As for the expectation value of S²: 0.755. The spin multiplicity is 2. Its total charge is +1. For the largest force on an atom, the calculation gives 6.5 eV Å⁻¹. For the highest occupied orbital energy (alpha / beta), the calculation gives -0.3530 / -0.3530 hartree.


Entry 3:
Here is 6 unconnected molecules or ions with the total composition C42H84BF5N3O9S from the OMol25 dataset. Energies are from ωB97M-V with the def2-TZVPD basis set.

CARTESIAN COORDINATES (ANGSTROEM)
C -3.674 -12.036 -0.632
C -3.098 -10.616 -0.697
C -1.791 -10.457 0.030
O -1.110 -11.352 0.431
O -1.340 -9.149 0.141
C -2.032 -8.328 1.077
C -1.546 -6.879 0.956
C -0.856 -6.539 -0.360
C -1.696 -6.620 -1.689
C -3.221 -6.610 -1.450
C -4.089 -6.333 -2.691
C -5.250 -5.364 -2.431
C -4.893 -3.930 -2.817
N -4.585 -3.804 -4.224
C -5.427 -4.043 -5.268
C -4.737 -3.827 -6.432
C -3.431 -3.432 -6.086
C -3.368 -3.418 -4.714
C -1.290 -7.797 -2.610
B -1.031 -7.420 -4.139
O 0.230 -7.147 -4.628
O -2.086 -7.249 -4.976
N -1.299 -5.352 -2.347
C -0.474 -4.593 -1.725
S 0.003 -3.050 -2.429
C -0.034 -5.192 -0.420
C 1.480 -5.552 -0.450
C 1.998 -6.100 -1.779
N 2.360 -5.034 -2.716
C -0.170 -4.139 0.729
F 0.601 -3.078 0.431
F 0.313 -4.676 1.864
C -1.599 -3.550 1.036
F -2.110 -4.026 2.156
F -1.550 -2.228 1.116
F -2.438 -3.846 0.017
H -3.148 -12.639 0.102
H -3.621 -12.530 -1.599
H -4.726 -12.004 -0.350
H -2.950 -10.311 -1.735
H -3.820 -9.901 -0.296
H -1.810 -8.678 2.087
H -3.113 -8.394 0.947
H -2.381 -6.228 1.190
H -0.804 -6.717 1.738
H -0.102 -7.314 -0.466
H -3.454 -7.608 -1.073
H -3.467 -5.921 -0.647
H -3.492 -5.905 -3.494
H -4.471 -7.266 -3.099
H -6.098 -5.689 -3.035
H -5.587 -5.373 -1.394
H -5.690 -3.248 -2.519
H -3.988 -3.638 -2.275
H -6.450 -4.348 -5.126
H -5.143 -3.925 -7.424
H -2.641 -3.168 -6.769
H -2.532 -3.126 -4.103
H -0.391 -8.280 -2.222
H -2.078 -8.548 -2.572
H 0.939 -7.605 -4.170
H -1.807 -7.103 -5.889
H -1.676 -5.046 -3.246
H -1.243 -2.557 -2.328
H 2.067 -4.667 -0.207
H 1.657 -6.280 0.341
H 2.871 -6.705 -1.534
H 1.268 -6.767 -2.240
H 3.337 -5.080 -2.968
H 1.843 -5.107 -3.583
C -0.642 3.557 1.939
C -0.229 3.163 3.347
O -1.137 2.291 3.997
C -1.371 1.051 3.364
C -0.130 0.191 3.187
H -1.629 4.021 1.944
H 0.074 4.269 1.529
H -0.676 2.699 1.266
H -0.193 4.047 3.982
H 0.781 2.736 3.341
H -1.870 1.198 2.398
H -2.083 0.539 4.012
H 0.605 0.660 2.531
H -0.405 -0.766 2.747
H 0.349 0.005 4.149
C 2.676 5.737 -0.024
C 3.432 6.963 -0.510
O 2.602 7.991 -1.010
C 1.663 8.534 -0.096
C 2.286 9.139 1.149
H 2.050 5.335 -0.823
H 3.379 4.966 0.293
H 2.031 5.967 0.826
H 4.073 6.690 -1.348
H 4.088 7.343 0.282
H 0.912 7.781 0.175
H 1.143 9.306 -0.664
H 2.805 8.396 1.754
H 1.509 9.587 1.771
H 3.008 9.912 0.888
C 5.666 12.639 3.670
C 5.311 11.182 3.432
O 5.115 10.848 2.067
C 6.226 11.051 1.211
C 7.460 10.268 1.621
H 4.900 13.295 3.254
H 5.742 12.829 4.742
H 6.622 12.908 3.220
H 4.358 10.953 3.910
H 6.062 10.526 3.886
H 6.463 12.118 1.128
H 5.883 10.725 0.228
H 7.833 10.572 2.600
H 8.261 10.418 0.896
H 7.229 9.203 1.671
C 10.399 9.680 5.919
C 8.940 9.305 6.113
O 8.274 8.927 4.921
C 8.801 7.803 4.240
C 8.797 6.517 5.049
H 10.493 10.489 5.193
H 10.823 10.013 6.867
H 10.997 8.839 5.568
H 8.383 10.168 6.478
H 8.844 8.521 6.873
H 9.810 8.016 3.867
H 8.161 7.687 3.365
H 9.440 6.582 5.928
H 9.159 5.693 4.434
H 7.786 6.282 5.387
C -10.013 0.084 -3.276
C -9.275 -0.698 -2.205
O -7.918 -0.974 -2.517
C -7.088 0.157 -2.725
C -6.994 1.090 -1.530
H -9.973 -0.442 -4.231
H -11.058 0.204 -2.990
H -9.596 1.081 -3.421
H -9.734 -1.679 -2.082
H -9.351 -0.188 -1.238
H -7.403 0.709 -3.617
H -6.103 -0.257 -2.944
H -7.955 1.541 -1.283
H -6.296 1.899 -1.746
H -6.640 0.550 -0.650

Its total charge is +1. For the largest force on an atom, the calculation gives 0.6 eV Å⁻¹. For the highest occupied orbital energy, the calculation gives -0.3799 hartree.


Question: The highest total charge belongs to which entry?
Answer: C42H77N14O4RbS


Question: Among the records above, which one has the highest total charge?
Answer: C42H77N14O4RbS


Question: Among the records above, which one has the highest total charge?
Answer: C42H77N14O4RbS